No. 1
5
Properties=species:S:1:pos:R:3:forces:R:3:mulliken_charge:R:1 method="wB97M-V/def2-TZVPD" smiles=FC(F)(F)F relative_energy_kcal_mol=7.89 homo_lumo_gap_ha=0.577 e_lumo_ev=0.942 e_homo_ev=-14.761
F 0.199224 1.314699 0.062278 -1.026 -0.251 0.107 -0.1811
C -0.057908 0.016302 0.027065 2.165 -0.630 -2.701 0.7610
F 0.873189 -0.507148 -0.891500 -2.142 0.687 0.204 -0.2298
F 0.317747 -0.555185 1.112561 -0.809 -0.360 1.982 -0.1786
F -1.332253 -0.268666 -0.310403 1.811 0.553 0.408 -0.1715

No. 2
11
Properties=species:S:1:pos:R:3:forces:R:3:mulliken_charge:R:1 method="wB97M-V/def2-TZVPD" spin_multiplicity=6 relative_energy_kcal_mol=1.54 total_charge=+2 homo_lumo_gap_ha="0.290 / 0.246" e_lumo_ev="-11.756 / -12.778" e_homo_ev="-19.641 / -19.462"
Fe 1.759460 1.907134 1.825831 0.509 0.565 0.146 1.5502
F -1.348370 2.711087 0.004636 -1.217 -2.634 0.718 -0.2525
N -1.091826 0.147650 -0.296171 0.694 -0.107 0.332 -0.0885
S -2.207163 1.212290 0.245947 -1.200 1.736 -3.711 0.8420
O -3.329284 1.167845 -0.702043 2.173 0.407 2.459 -0.2474
S 0.080517 -0.406262 0.645641 -0.881 -0.409 0.319 0.5064
O 1.239984 0.640408 0.685498 0.427 0.687 0.295 -0.6128
C 1.052727 -1.627141 -0.433435 0.733 -1.998 -2.053 0.7365
F 1.829580 -2.313186 0.390275 -0.668 0.719 0.175 -0.1464
F 0.203389 -2.429350 -1.046593 0.104 0.689 0.657 -0.1376
F 1.810985 -1.010475 -1.319585 -0.674 0.345 0.665 -0.1500